1.
12
Properties=species:S:1:pos:R:3:forces:R:3:lowdin_charge:R:1 method="wB97M-V/def2-TZVPD" homo_ev="-7.846 / -7.847" multiplicity=1 de_lowest_kj_mol=508.9
C -0.8630 -0.8281 -0.4493 -0.037 0.150 1.405 -0.51
C 0.0967 1.3090 0.4716 -2.255 -1.140 0.753 -0.07
N -0.3961 -2.0605 -0.2007 0.164 -0.105 -0.431 0.18
C 0.2841 0.1995 -0.4146 -3.075 4.079 -0.143 -0.42
N -0.3306 2.2694 1.0606 1.376 -0.375 -1.307 0.23
N 1.4412 -0.1227 0.2585 2.637 -0.635 1.309 0.00
O -2.0258 -0.4795 -0.4707 0.168 -0.099 -0.799 0.05
H -1.0274 -2.8442 -0.2009 0.084 0.086 0.141 0.12
H 0.5793 -2.1383 0.0704 -0.148 -0.035 -0.128 0.09
H -0.0715 3.2406 0.9331 0.008 -0.132 0.802 0.11
H 2.2637 0.4654 0.2057 -0.107 -0.049 -0.838 0.03
H 0.0495 0.9893 -1.2635 1.185 -1.746 -0.764 0.20

2.
14
Properties=species:S:1:pos:R:3:forces:R:3:lowdin_charge:R:1 method="wB97M-V/def2-TZVPD" homo_ev="-5.196 / -9.650" multiplicity=3 de_lowest_kj_mol=400.7
C 0.1921 -0.2661 0.0977 -0.999 -4.999 1.418 -0.44
C -2.0828 0.3446 -1.2314 -1.849 1.962 0.067 -0.29
C 1.0926 -1.4379 0.3619 3.088 2.918 0.913 -0.03
N -1.1504 -0.6193 0.0490 3.873 0.921 2.269 0.19
N 0.6360 0.9188 -0.1501 1.643 3.404 -0.840 0.07
N -1.9229 0.5447 0.0026 0.114 -4.148 -1.840 -0.16
O -2.3447 0.0969 -2.3313 -0.638 0.434 -2.686 0.19
O 2.0586 0.9683 -0.0798 -1.501 -1.338 0.485 -0.03
O -1.8939 1.4375 1.0203 -0.033 2.997 2.303 0.05
H 1.8846 -1.5085 -0.4272 -0.624 -0.075 0.728 0.09
H 0.5625 -2.3067 0.4507 -1.391 -2.208 0.178 0.03
H 1.6455 -1.2150 1.3753 -0.882 -0.585 -1.871 0.12
H 2.3652 1.6700 -0.6517 -0.506 0.614 -0.265 0.10
H -1.0423 1.3728 1.5141 -0.294 0.104 -0.860 0.11

3.
13
Properties=species:S:1:pos:R:3:forces:R:3:lowdin_charge:R:1 method="wB97M-V/def2-TZVPD" homo_ev="-7.607 / -7.608" multiplicity=1 de_lowest_kj_mol=527.6
C 0.5093 1.8312 0.2544 2.254 1.999 -2.529 -0.25
C 1.7596 1.2273 -0.1029 -5.372 -2.862 1.649 -0.28
C -0.6592 -0.0498 0.8377 0.694 -1.585 2.445 -0.29
N -0.5501 1.1070 0.4718 -0.398 1.621 -0.123 0.05
N -2.1101 -1.3946 -0.4823 -0.419 0.745 -1.440 0.04
N -1.3168 -1.1171 0.6911 -1.543 -2.181 -1.766 -0.05
O 3.0522 -0.9595 -0.2330 1.234 -1.208 -0.059 -0.59
S 1.6874 -0.4628 -0.1048 -0.032 1.980 -0.028 0.92
H 0.4068 2.9090 -0.0182 -0.283 -0.922 0.803 0.11
H 2.5349 1.7041 -0.5228 2.930 1.736 -0.919 0.03
H -1.9055 -2.2768 -0.9742 0.529 0.244 0.935 0.09
H -1.8527 -0.6764 -1.1727 -0.316 -0.224 0.468 0.08
H -1.5558 -1.8417 1.3556 0.722 0.656 0.565 0.15

4.
12
Properties=species:S:1:pos:R:3:forces:R:3:lowdin_charge:R:1 method="wB97M-V/def2-TZVPD" homo_ev=-9.339 multiplicity=1 de_lowest_kj_mol=424.1
C -2.9015 -0.1975 0.1420 1.126 -0.654 0.191 -0.35
C -0.4830 1.0510 -0.0229 1.968 1.263 0.091 -0.45
C 2.3651 0.3825 0.2655 0.443 0.934 -1.425 -0.38
N -1.8046 -0.8289 -0.3065 -0.064 -1.651 -1.542 -0.02
N -3.9148 0.0606 0.6027 -1.067 0.715 0.266 0.15
N -0.5162 -0.2256 -0.1882 0.565 -1.965 -0.129 -0.16
S 1.0955 1.8078 0.2004 -0.151 -1.714 -0.288 0.78
H 1.8897 -0.3672 0.8848 0.793 -0.017 0.819 0.00
H 3.4098 0.7778 0.4623 -1.573 -0.385 0.882 0.05
H 2.5940 -0.1196 -0.6955 -0.835 0.440 -0.021 0.03
H -1.9940 -1.3382 -1.2111 0.680 0.992 1.273 0.17
H 0.2601 -1.0026 -0.1335 -1.884 2.041 -0.116 0.18

5.
12
Properties=species:S:1:pos:R:3:forces:R:3:lowdin_charge:R:1 method="wB97M-V/def2-TZVPD" homo_ev=-8.480 multiplicity=1 de_lowest_kj_mol=149.2 smiles=Nn1ccnc1S
C 1.3306 -0.0389 -0.1382 -1.038 2.317 0.885 -0.07
C 1.1652 -1.3469 -0.0401 -0.187 -1.526 0.696 -0.16
C -0.8070 -0.5515 0.0172 -1.578 0.881 0.397 -0.74
H 0.0941 2.2911 0.8116 0.413 0.441 1.098 0.08
H -0.0213 2.3101 -0.7805 0.170 0.306 -0.940 0.08
H 2.1632 0.6278 -0.0769 0.401 0.007 -0.134 0.10
H 1.9519 -2.0465 0.1947 -0.151 -0.321 -0.544 0.10
H -2.8032 -1.6222 -0.0674 0.007 -0.159 0.007 -0.14
N -0.3385 1.8515 0.0409 -0.780 -0.947 -0.274 0.10
N 0.0295 0.5073 0.0172 1.226 -0.009 -0.957 -0.18
N -0.1861 -1.6733 0.0579 0.785 -1.106 -0.340 0.05
S -2.5784 -0.3085 -0.0364 0.734 0.116 0.106 0.78

6.
15
Properties=species:S:1:pos:R:3:forces:R:3:lowdin_charge:R:1 method="wB97M-V/def2-TZVPD" homo_ev="-3.389 / -3.390" multiplicity=1 charge=-1 de_lowest_kj_mol=0.0
C -0.3565 1.1352 -0.8207 -0.749 -1.452 0.114 -0.28
C -0.1786 0.6508 0.6274 -0.550 0.086 0.278 -0.37
C -0.0983 0.0005 -1.7587 -0.545 0.120 0.173 -0.54
N -0.7119 -0.4754 0.8997 -0.721 0.697 -0.386 -0.04
N 0.3352 -1.1051 -1.1745 1.750 -0.217 -2.503 0.01
N 0.5988 1.4141 1.4851 0.374 -1.613 -0.383 0.14
N -0.5645 -1.0810 2.1405 1.718 0.783 1.068 -0.01
O -0.7116 2.2380 -1.1758 0.485 0.282 0.681 0.07
O -0.2446 0.1185 -3.0194 0.272 0.526 -0.127 -0.09
O 0.7871 -1.8890 -2.2830 -0.785 0.680 -0.791 -0.19
H 0.5148 1.1197 2.4269 -0.123 0.026 0.932 0.05
H 0.5932 2.3787 1.3379 -0.058 1.506 -0.323 0.06
H 0.4328 -1.2712 2.3941 -0.642 0.702 -0.394 0.08
H -0.9035 -2.0034 2.0292 -0.749 -0.896 -0.241 0.04
H 0.5078 -1.2306 -3.1087 0.323 -1.230 1.900 0.08

7.
16
Properties=species:S:1:pos:R:3:forces:R:3:lowdin_charge:R:1 method="wB97M-V/def2-TZVPD" homo_ev=-14.943 multiplicity=1 charge=+1 de_lowest_kj_mol=605.5 smiles="O=[N+]([O-])C1=C([N+](=O)[O-])N[NH2+]C1"
C 0.4071 0.5767 0.1775 -1.353 -1.351 -0.901 -0.09
C 0.5194 -0.7526 0.1248 -0.034 1.298 -0.933 -0.01
C -1.0179 1.0278 -0.0153 -0.189 -1.429 3.780 0.01
N -0.7848 -1.3392 -0.0605 0.512 -1.508 -0.251 0.10
N 1.2624 1.6857 0.3846 -0.314 -0.653 0.616 -0.35
N 1.8301 -1.6264 0.1191 -2.332 -0.567 0.183 -0.30
N -1.7846 -0.2833 -0.3725 2.618 0.458 2.010 0.16
O 2.4386 1.5064 0.3819 1.182 0.298 -0.046 0.18
O 0.6156 2.6916 0.6078 0.684 1.013 -0.029 0.12
O 2.1873 -1.9879 -0.9912 -0.109 0.701 1.841 0.15
O 2.1489 -1.9461 1.2431 0.514 0.336 -1.522 0.17
H -1.3562 1.4514 0.9807 -0.185 -0.755 -1.207 0.18
H -1.1336 1.7710 -0.7099 -0.487 1.522 -2.056 0.11
H -0.7936 -2.1458 -0.7330 -0.320 1.104 0.716 0.19
H -2.6465 -0.3666 0.2212 0.832 -0.332 -0.957 0.22
H -1.8921 -0.2626 -1.3585 -1.021 -0.135 -1.245 0.17

8.
16
Properties=species:S:1:pos:R:3:forces:R:3:lowdin_charge:R:1 method="wB97M-V/def2-TZVPD" homo_ev=-9.939 multiplicity=1 de_lowest_kj_mol=0.0
C 3.0418 -2.0788 0.6764 -3.297 -1.328 -0.247 -0.27
C 1.3704 0.6246 -0.8680 0.887 0.509 -0.312 -0.09
C 0.8593 -0.0902 0.3247 -0.641 1.508 2.983 -0.35
N 4.1261 -1.8533 0.8613 3.477 0.865 0.265 0.15
N 0.2180 -4.8868 2.5373 -0.346 0.624 0.727 -0.66
N 1.0334 -2.3808 2.4381 0.088 -0.973 -0.157 -0.45
N 0.9511 -4.0086 0.0780 0.755 2.209 1.346 -0.43
O 0.5303 -1.4437 0.0584 0.550 -1.450 -0.002 -0.27
P 0.1153 -5.0781 0.9425 0.126 -0.765 0.094 0.67
P 0.4708 -3.5499 3.4451 0.599 0.000 -2.109 0.73
P 1.3453 -2.5948 0.8510 -2.270 0.165 -0.328 0.47
H 2.2606 0.1664 -1.2997 -0.036 -0.366 0.096 0.08
H 0.6195 0.6512 -1.6296 -0.434 0.299 -0.547 0.07
H 1.7177 1.6336 -0.5913 -0.529 -0.214 -0.073 0.09
H -0.0785 0.4569 0.8027 1.753 -1.268 -1.117 0.16
H 1.6325 -0.0760 1.1432 -0.682 0.187 -0.620 0.10

9.
13
Properties=species:S:1:pos:R:3:forces:R:3:lowdin_charge:R:1 method="wB97M-V/def2-TZVPD" homo_ev=-9.068 multiplicity=1 de_lowest_kj_mol=374.0 smiles="C=Nn1cnnc1N"
C 0.7960 -0.4316 0.4517 3.834 -0.527 2.378 -0.43
C -0.0607 1.2569 -0.5966 -1.063 -2.496 -0.380 -0.14
C -2.5070 -0.1201 -0.8384 -0.767 -6.325 5.542 0.00
H 1.8859 -1.5036 1.8702 -0.284 0.706 -2.051 0.11
H 0.4384 -1.9399 1.9084 -0.468 0.576 -1.814 0.10
H -0.9050 1.5371 -1.2066 0.736 1.442 -0.179 0.10
H -2.7567 0.7210 -1.3442 0.241 2.708 -1.651 0.02
H -3.4282 -0.7958 -0.4835 1.689 1.626 -1.674 0.11
N 1.0977 -1.5887 1.1741 -0.270 -1.006 2.749 0.10
N 1.7843 0.4418 0.2207 -1.789 -0.466 -0.525 0.06
N 1.1926 1.4450 -0.5230 1.290 1.501 0.050 0.01
N -0.3448 0.0014 -0.0299 -1.083 1.651 -1.073 -0.09
N -1.5304 -0.6209 -0.1054 -2.067 0.609 -1.373 0.04

10.
13
Properties=species:S:1:pos:R:3:forces:R:3:lowdin_charge:R:1 method="wB97M-V/def2-TZVPD" homo_ev=-8.554 multiplicity=1 de_lowest_kj_mol=501.2
C 2.4174 -0.7042 -0.1414 0.965 3.789 -0.694 -0.05
C -0.4272 1.7036 0.1420 -1.623 -9.461 -2.130 0.02
C -1.6277 -0.1876 -0.1450 1.536 0.348 0.523 -0.44
H 3.4472 -0.4722 -0.6833 -1.891 -1.895 1.628 0.10
H 1.9696 -1.5790 0.4526 1.069 1.180 -1.568 0.08
H 0.0279 2.5638 0.0309 1.768 4.595 -0.032 0.06
H -3.5299 -0.5910 -0.3140 2.756 -1.185 1.096 0.11
H -0.3228 -1.3126 0.8689 0.863 1.814 -2.490 0.18
N 1.8494 0.5056 -0.1795 0.325 -2.903 0.123 -0.05
N 0.5677 0.4786 0.2482 -2.979 3.498 1.182 -0.23
N -1.6267 1.2904 -0.2074 2.157 -0.217 1.310 0.11
N -2.5499 -1.0646 -0.0516 -1.814 2.704 -1.544 0.09
N -0.1952 -0.6309 -0.0205 -3.131 -2.267 2.596 0.01

11.
13
Properties=species:S:1:pos:R:3:forces:R:3:lowdin_charge:R:1 method="wB97M-V/def2-TZVPD" homo_ev=-8.294 multiplicity=1 de_lowest_kj_mol=385.2 smiles="N/N=c1/nncc[nH]1"
C 0.5525 -0.3397 -0.1259 -0.785 -0.037 0.242 -0.40
C -1.0521 1.8877 -0.0431 -1.474 1.103 0.529 -0.14
C -1.6553 0.6690 0.0927 1.460 0.727 0.282 -0.08
H 0.8685 -3.2300 -0.5961 -0.420 1.028 0.927 0.09
H 0.6585 -2.8940 1.0557 -0.077 1.636 -2.972 0.15
H -1.7316 2.8474 -0.0934 2.006 -1.923 0.365 0.13
H -2.6875 0.5725 0.4445 0.290 -0.287 -0.742 0.13
H -1.2871 -1.2788 0.1261 -0.423 -2.510 0.243 0.09
N 0.5221 -2.4469 0.0178 0.000 -5.229 1.602 -0.12
N 1.3457 -1.3586 -0.2029 -0.314 1.804 0.323 -0.03
N 1.0751 0.9304 -0.0311 0.133 1.613 0.544 0.07
N 0.3433 1.9740 0.0906 -0.545 -0.620 -1.365 0.03
N -0.8420 -0.4302 0.0572 0.149 2.696 0.021 0.11

12.
13
Properties=species:S:1:pos:R:3:forces:R:3:lowdin_charge:R:1 method="wB97M-V/def2-TZVPD" homo_ev=-9.880 multiplicity=1 de_lowest_kj_mol=405.0
C -1.8886 -0.1782 -0.2436 -6.403 -2.638 -4.542 -0.36
C 1.0942 1.0641 -0.1658 0.102 4.769 1.026 -0.22
C 2.0819 -0.7212 -0.1642 3.878 -2.569 2.227 -0.26
H -3.5706 -0.4083 -1.1513 0.510 0.805 3.064 0.07
H -1.3783 -0.8931 -1.1862 -1.357 2.468 2.778 0.18
H -1.1896 0.2029 1.6859 0.451 0.460 -3.020 0.22
H 0.6668 2.1440 -0.0248 1.256 -2.143 -0.809 0.18
H 2.9090 -1.4698 0.0545 -0.777 1.209 -1.205 0.13
N -3.2503 -0.0080 -0.1545 4.565 -1.572 -3.268 0.01
N -1.0348 0.3535 0.6010 3.467 -0.184 3.634 0.03
N 0.3242 0.1080 0.1720 -5.811 -2.828 2.642 -0.20
N 2.3042 0.6160 -0.2898 0.989 -0.714 -1.463 0.09
N 0.9192 -1.1501 0.2518 -0.870 2.939 -1.064 0.14